(1)
Formula: C3H2O3
Source: OMol25
Level of theory: wB97M-V/def2-TZVPD

The geometry in XYZ format:
```
8
Properties=species:S:1:pos:R:3:mulliken_charge:R:1
H -1.317 -1.061 -0.811 0.3140
C 2.065 0.334 -0.272 -0.0838
O 0.961 1.156 0.062 -0.2429
O -2.129 0.607 -0.106 -0.3826
H 0.214 -0.122 1.342 0.2135
O 1.210 -0.767 -0.226 -0.2497
C 0.229 -0.009 0.267 0.4936
C -1.232 -0.139 -0.255 -0.0619
```

Output
net charge: 0
E_HOMO: -10.6325 eV
E_LUMO: 0.002 hartree
frontier orbital gap: 10.7 eV
energy relative to the best compared isomer or geometry (same formula, charge and spin): 373.7 kJ/mol

=====

(2)
Formula: C3H2O3
Source: OMol25
Level of theory: wB97M-V/def2-TZVPD

The geometry in XYZ format:
```
8
Properties=species:S:1:pos:R:3:mulliken_charge:R:1
C 0.030 0.210 -0.209 0.4959
O 0.236 0.980 -1.123 -0.3849
O -2.294 0.501 0.196 -0.3778
H 0.915 -1.614 -1.116 0.2892
H -1.011 1.018 1.666 0.3121
C 1.119 -0.884 -0.305 0.0721
C -1.191 0.561 0.673 -0.0120
O 2.196 -0.772 0.218 -0.3946
```

Output
net charge: 0
E_HOMO: -9.9671 eV
SMILES: O=CC(=O)C=O
E_LUMO: -0.017 hartree
frontier orbital gap: 9.5 eV
energy relative to the best compared isomer or geometry (same formula, charge and spin): 204.3 kJ/mol

=====

Which formula does entry 1 have?
C3H2O3